Here is a cluster of 3 separate species, C5H12 in total in a non-equilibrium geometry from the OMol25 dataset. Energies are from wB97M-V/def2-TZVPD.

The value obtained for the energy above the lowest of the compared OMol25 structures with the same formula, charge and spin is 183.5 kcal per mole. For the calculated total energy, the calculation gives -197.41673 hartree. The orbital gap comes out at 0.2408 hartree.

```
17
Properties=species:S:1:pos:R:3:forces:R:3
C 1.45682 -0.60401 1.16748 -0.5616 -0.6876 0.3069
C 0.93183 -0.60848 -0.26561 1.4705 1.1731 0.5202
C -1.78235 -0.04304 -1.36346 0.6000 1.3912 0.2660
C -1.95350 0.32029 0.10348 -1.7457 -1.1239 0.6231
C 1.94818 0.48562 0.13845 -2.3039 1.3572 -1.7918
H 2.39509 0.64159 1.90902 0.1408 -1.3606 -1.8020
H 0.69656 -0.26483 1.84699 0.1169 -0.1957 0.4058
H 1.27640 -1.24416 -1.08655 0.9066 -0.6758 0.7707
H -1.84864 -1.11601 -1.52974 0.0332 0.0705 -0.0281
H -2.51560 0.50379 -1.95434 -0.2440 -0.2670 -0.1456
H -0.80933 0.34351 -1.66079 0.0834 -0.3680 -0.4030
H -2.91784 -0.13672 0.38429 0.0712 0.3007 0.2829
H -1.24512 -0.15032 0.76875 0.4244 -0.1017 -0.1402
H -2.03831 1.36255 0.40015 0.1875 0.2756 -0.5543
H 2.15047 -1.39725 1.42760 -0.1731 0.0292 0.4899
H 2.83838 0.48460 -0.47034 0.5141 -0.1027 0.5451
H 1.41696 1.42288 0.18462 0.4798 0.2854 0.6545
```
Forces are in eV/Å.

List of Mulliken charges in e, atom by atom: -0.7159 -0.5952 -0.8492 -0.6526 -0.2756 0.2798 0.3602 0.2061 0.2546 0.3560 0.1983 0.3343 0.0765 0.2738 0.2766 0.2635 0.2089

=====

Here is a cluster of 5 separate species, C20H40O15 in total in a non-equilibrium geometry from the OMol25 dataset. Energies are from wB97M-V/def2-TZVPD.

The structure (SMILES) is CCOC(=O)OC.CCOC(=O)OC.CCOC(=O)OC.CCOC(=O)OC.CCOC(=O)OC. The value obtained for the energy above the lowest of the compared OMol25 structures with the same formula, charge and spin is 43.7 kcal per mole. For the calculated total energy, the calculation gives -1914.63352 hartree. The orbital gap comes out at 0.4064 hartree.

```
75
Properties=species:S:1:pos:R:3:forces:R:3
C 11.31733 -7.01674 -21.71022 0.2945 0.7351 -0.8129
C 11.63982 -5.77796 -22.65940 0.7092 -2.7655 0.9331
O 10.41782 -5.39071 -23.24066 -1.6328 -0.2765 -2.4629
C 9.89863 -6.16097 -24.29324 0.0456 -0.8781 0.1614
O 10.37830 -7.16005 -24.81479 -0.4210 2.0848 1.0967
O 8.67224 -5.66003 -24.60259 1.1660 1.3430 1.0433
C 7.88331 -6.17232 -25.66056 0.0715 -1.4641 0.1767
H 10.48622 -6.77313 -21.04839 0.3102 0.2140 0.3075
H 12.19157 -7.40507 -21.18773 0.0301 0.4634 0.2588
H 10.96190 -7.87405 -22.28187 0.0065 0.1978 -0.4687
H 12.38335 -6.08764 -23.39381 -0.2613 -0.1794 -0.3411
H 12.14102 -4.95010 -22.15785 -0.8082 0.2069 0.2512
H 7.77167 -7.23649 -25.45277 0.0430 -0.2037 -0.4999
H 8.30945 -6.01514 -26.65142 0.1675 0.0656 0.1647
H 6.87308 -5.76593 -25.61179 0.3566 0.4821 0.2407
C 18.86181 -12.47226 -22.06930 -1.4589 -0.1052 0.1240
C 18.00450 -11.32503 -21.44041 -0.0166 -1.8851 -1.3316
O 18.83162 -10.36117 -20.85681 0.0382 -0.2697 1.2941
C 18.89746 -9.16192 -21.36352 0.9711 1.5157 -1.2737
O 18.47713 -8.80335 -22.43364 -0.5095 0.0130 -0.1864
O 19.63885 -8.39671 -20.56633 -0.2895 -1.2583 0.9445
C 20.08031 -7.10844 -20.94757 -0.1541 0.0092 0.2930
H 19.48059 -12.99719 -21.34153 0.3737 0.4570 -0.1274
H 19.33648 -12.24259 -23.02326 0.5424 0.5605 0.4620
H 18.16194 -13.23881 -22.40199 -0.3983 -0.1406 0.1780
H 17.34040 -11.72910 -20.67634 0.3188 -0.0148 0.2996
H 17.32314 -10.94580 -22.20201 0.3984 0.5136 -0.0394
H 19.28199 -6.52984 -21.41233 0.2299 -0.0308 -0.0988
H 20.96681 -7.21554 -21.57268 -0.1436 0.2526 -0.1803
H 20.35357 -6.68504 -19.98105 0.0703 0.3680 -0.3507
C 17.10321 -6.39888 -18.24593 1.4953 1.4443 -0.6967
C 16.36984 -6.25100 -19.56025 -1.8242 0.1370 0.8477
O 16.14973 -7.56211 -20.02010 1.1629 -0.6588 1.1525
C 15.61671 -7.74656 -21.18545 -1.8639 4.6018 -1.2864
O 15.09253 -6.86637 -21.87348 0.7212 -0.9193 0.7163
O 15.66381 -8.97156 -21.44453 -0.5810 -4.3627 -1.1906
C 14.95764 -9.47326 -22.56728 -0.1800 -0.7938 -1.8993
H 16.69648 -6.97949 -17.41794 -0.3420 -0.3262 -0.6748
H 17.24837 -5.39460 -17.84788 -0.0404 0.2137 0.1260
H 18.10996 -6.70209 -18.53338 0.1259 -0.5146 0.5395
H 16.78513 -5.64993 -20.36917 0.7058 -0.0137 0.3436
H 15.39178 -5.80883 -19.37056 -0.1509 0.0437 -0.1049
H 14.75630 -10.53930 -22.46180 0.1691 0.1001 0.7187
H 15.52924 -9.41868 -23.49378 0.6782 0.2921 0.2548
H 14.02104 -9.02136 -22.89385 -0.0715 0.6289 1.0604
C 23.56028 -2.06614 -19.46499 -0.6859 0.1666 0.9920
C 22.46754 -3.07710 -19.84358 1.2441 -0.6001 -0.2922
O 21.22065 -2.51853 -19.51114 -0.3606 0.9774 0.4413
C 20.11344 -3.11688 -19.89096 -0.5112 -0.2054 -2.5458
O 20.01788 -4.11655 -20.59500 0.1685 0.9191 1.4808
O 19.10646 -2.28639 -19.59816 0.7862 -0.3413 0.3473
C 17.81984 -2.65107 -20.05053 -0.4995 0.1034 0.2158
H 24.55818 -2.47398 -19.30388 -0.1930 -0.3278 -0.2641
H 23.24237 -1.64700 -18.51035 0.1759 0.0146 0.2355
H 23.64060 -1.19273 -20.11213 -0.1779 -0.3259 -0.4109
H 22.47993 -4.01435 -19.28725 0.7653 -0.0636 0.0108
H 22.56124 -3.32112 -20.90178 -0.4706 -0.0244 -0.0931
H 17.73322 -2.71374 -21.13527 0.2792 0.0350 -0.0055
H 17.22450 -1.81890 -19.67481 -0.3820 -0.3685 -0.1194
H 17.52916 -3.60937 -19.62010 -0.1597 0.1159 0.0338
C 14.31407 -3.81837 -17.93527 -1.0158 -0.1962 -1.0298
C 13.18262 -2.78581 -17.83655 0.2510 0.2507 1.0415
O 12.38102 -2.87485 -19.01859 -0.3940 0.6524 -1.0331
C 11.42638 -1.92736 -19.29284 0.4374 1.3267 2.3759
O 11.01723 -1.12505 -18.41493 0.7376 -2.4551 -3.6106
O 11.17231 -2.05186 -20.62429 0.0032 -0.6197 1.4658
C 10.06368 -1.40264 -21.24536 0.3180 1.0138 -0.1885
H 15.10327 -3.80327 -17.18358 -0.4908 0.2077 0.3002
H 14.80877 -3.74608 -18.90385 -0.0003 0.2906 -0.0815
H 13.78777 -4.77220 -17.97154 0.4170 -0.3501 0.2857
H 13.58716 -1.79069 -17.65165 -0.1993 0.2472 -0.4865
H 12.53603 -2.99451 -16.98421 0.0407 -0.0936 0.0934
H 10.39021 -0.37780 -21.42196 -0.5640 0.3432 0.4784
H 9.13572 -1.50426 -20.68263 0.2145 0.1887 0.0821
H 9.92618 -1.76547 -22.26396 0.2116 -0.7643 0.3185
```
Forces are in eV/Å.

List of Mulliken charges in e, atom by atom: -1.1171 -0.1409 -0.2662 0.6528 -0.5553 -0.3284 -0.6363 0.3562 0.2634 0.3252 0.2609 0.3554 0.3069 0.2783 0.2322 -1.2976 0.0041 -0.3469 0.8656 -0.5915 -0.3982 -0.6175 0.3236 0.3294 0.3954 0.3675 0.0952 0.3005 0.3926 0.1914 -1.2361 0.0161 -0.3253 0.8336 -0.6227 -0.3054 -0.8253 0.3757 0.3452 0.2153 0.4392 0.1065 0.3523 0.3452 0.2803 -1.2231 -0.1190 -0.2855 0.7502 -0.5769 -0.3701 -0.1854 0.3585 0.3200 0.3105 0.2845 0.2819 0.3255 0.2585 -0.1630 -0.8704 -0.5164 -0.1632 0.5987 -0.5879 -0.2069 -0.6863 0.3774 0.2032 0.2981 0.3793 0.3462 0.3118 0.3246 0.2296